Density functional theory data (wB97M-V/def2-TZVPD) for an isolated ion of composition C9H17N2S2 and charge +1 at a distorted geometry.

```
30
C9H17N2S2 wB97M-V/def2-TZVPD
C 0.90837 1.71948 -0.12009
C 2.22081 2.16700 -0.11520
C -3.57625 -0.79248 -0.09080
C -2.77629 -0.98772 1.22948
C -2.67881 -0.59234 -1.25608
C -1.75659 0.06938 1.33507
C -1.60068 0.50620 -1.05112
C -0.76765 -0.06056 0.12781
C 3.41676 -0.19744 -0.61201
N 5.77846 -1.12738 0.51004
N 0.59113 0.43913 0.11403
S 3.60345 1.20459 0.33500
S 4.52084 -1.46400 -0.42744
H 0.17801 2.55632 -0.43275
H 2.41512 3.11904 -0.34886
H -4.23330 -1.69388 -0.29391
H -4.23790 0.05933 0.00213
H -3.56548 -0.84391 2.03288
H -2.37795 -2.00393 1.27937
H -2.18102 -1.52621 -1.51730
H -3.19935 -0.31157 -2.17953
H -2.05896 1.10536 1.56363
H -1.07711 -0.23811 2.34379
H -1.11020 0.72904 -2.02657
H -2.18784 1.29745 -0.77782
H -0.65586 -1.14648 0.00483
H 2.61471 -0.11232 -1.34264
H 6.68256 -1.29706 0.04097
H 5.71037 -0.48307 1.23828
H 1.40063 -0.09383 0.43481
```

Calculated values
total charge: +1
lowest unoccupied orbital energy: -5.183 eV
E_tot: -1258.6613 Eh
HOMO-LUMO gap: 0.239 Eh
ΔE to the lowest compared entry with this formula, charge and spin: 169.72 kJ/mol